Entry from the Open Molecules 2025 dataset: C12H24AgCl12O4PSn2 as an isolated structure (wB97M-V/def2-TZVPD).

```
56
Properties=species:S:1:pos:R:3:mulliken_spin:R:1
Ag 0.255 2.143 2.073 0.208
Sn -1.921 4.439 -0.195 -0.003
Sn 0.929 1.638 -2.916 -0.006
P -0.519 0.842 0.118 0.069
O 0.057 0.099 1.365 0.507
O -1.556 1.864 0.778 0.056
O -0.805 0.180 -1.205 0.044
O 0.516 2.027 -0.133 0.057
Cl 1.813 -1.446 -4.299 0.000
C 0.556 -2.656 -4.156 0.000
C -0.701 -2.207 -3.422 -0.001
Cl -1.249 -0.657 -4.091 0.001
H 0.929 -3.530 -3.621 0.000
H 0.283 -3.008 -5.149 0.000
H -0.591 -2.101 -2.346 0.001
H -1.484 -2.911 -3.698 0.000
Cl 1.286 5.318 -1.544 0.000
C 2.723 5.283 -0.413 0.000
C 3.281 3.878 -0.391 -0.001
Cl 3.808 3.280 -1.996 0.000
H 2.300 5.584 0.539 0.001
H 3.367 5.982 -0.940 0.000
H 2.524 3.177 -0.043 0.001
H 4.142 3.861 0.276 0.000
Cl -5.542 -0.486 -0.560 0.000
C -4.002 0.394 -0.748 0.001
C -3.952 1.362 -1.883 0.002
Cl -5.074 2.709 -1.638 0.000
H -3.199 -0.337 -0.812 0.000
H -3.788 0.977 0.149 -0.002
H -4.214 0.908 -2.840 0.000
H -2.934 1.744 -2.005 -0.002
Cl -0.520 0.647 4.479 0.027
C 0.582 -0.785 4.341 -0.004
C 1.980 -0.241 4.522 0.002
Cl 2.480 1.000 3.344 0.015
H 0.396 -1.252 3.379 0.005
H 0.255 -1.421 5.159 0.001
H 2.665 -1.090 4.451 0.000
H 2.168 0.123 5.530 0.000
Cl 3.463 -0.612 -1.252 0.000
C 3.180 -1.126 0.415 0.000
C 2.018 -2.117 0.489 0.000
Cl 2.397 -3.726 -0.185 0.003
H 2.999 -0.182 0.919 -0.002
H 4.108 -1.584 0.749 0.000
H 1.125 -1.707 0.027 0.006
H 1.848 -2.317 1.547 0.000
Cl -1.658 -4.415 -0.223 0.002
C -1.915 -2.734 0.315 0.000
C -2.578 -2.526 1.691 0.001
Cl -4.067 -3.473 1.908 0.000
H -2.598 -2.357 -0.446 0.000
H -0.934 -2.273 0.237 0.009
H -2.774 -1.464 1.863 0.001
H -1.856 -2.717 2.487 0.001
```

Values from the calculation:
DFT total energy	-196213.736	eV
charge	+3
lowest unoccupied orbital energy (spin up / spin down)	-12.95 / -13.04	eV
multiplicity	2
expectation value of S²	0.76
HOMO (spin up / spin down)	-16.5 / -16.5	eV

---

Entry from the Open Molecules 2025 dataset: an isolated ion of composition C5H12NO and charge +1 (wB97M-V/def2-TZVPD).

```
19
Properties=species:S:1:pos:R:3:lowdin_charge:R:1
C 0.769 0.617 1.600 -0.022
O 1.245 1.304 0.279 0.075
C 0.217 -0.793 1.381 -0.165
C -1.184 -0.797 0.721 -0.193
C -1.389 -0.331 -0.699 -0.099
C -0.408 -0.523 -1.617 -0.189
N 0.284 0.532 -2.274 0.031
H 0.003 1.338 1.887 0.135
H 1.655 0.587 2.241 0.138
H 1.824 2.057 0.109 0.171
H 0.156 -1.231 2.375 0.131
H 0.970 -1.431 0.920 0.123
H -1.827 -0.314 1.456 0.120
H -1.508 -1.862 0.735 0.129
H -2.396 0.012 -0.891 0.112
H 0.017 -1.508 -1.795 0.130
H 1.043 0.222 -2.882 0.111
H -0.339 1.082 -2.879 0.126
H 0.868 1.039 -0.666 0.137
```

Values from the calculation:
DFT total energy	-8906.965	eV
charge	+1
lowest unoccupied orbital energy	-3.69	eV
multiplicity	1
HOMO	-11.7	eV